{
  "formula": "C35H28IrN2O2S5Sb",
  "method": "the ωB97M-V functional and the def2-TZVPD basis",
  "multiplicity": 5,
  "largest_force_ev_per_a": 4.06,
  "s2": 6.083,
  "de_lowest_ev": 2.5072,
  "e_tot_ev": -107371.9749,
  "homo_ev": [-4.8, -7.8],
  "species": ["Ir", "S", "C", "S", "S", "C", "C", "C", "C", "C", "C", "C", "S", "O", "O", "N", "C", "C", "C", "C", "C", "C", "C", "C", "N", "C", "H", "H", "H", "H", "H", "H", "H", "H", "H", "H", "H", "H", "H", "S", "Sb", "C", "C", "C", "C", "C", "C", "C", "C", "C", "C", "C", "C", "C", "C", "C", "C", "C", "C", "H", "H", "H", "H", "H", "H", "H", "H", "H", "H", "H", "H", "H", "H", "H"],
  "positions_angstrom": [[1.757, 0.704, -1.665], [5.193, 3.265, -0.510], [3.913, 2.237, -0.664], [4.076, 1.183, -2.035], [2.476, 2.234, 0.255], [-1.923, 7.308, -0.742], [-1.895, 5.821, -0.533], [-2.915, 5.003, -1.041], [-2.903, 3.631, -0.829], [-1.823, 3.031, -0.187], [-0.802, 3.819, 0.310], [-0.831, 5.202, 0.145], [-1.498, 1.260, -0.255], [-2.743, 0.582, -0.554], [-0.758, 0.883, 0.937], [-0.334, 0.994, -1.740], [-0.862, 0.776, -2.946], [-2.192, 0.904, -3.299], [-2.565, 0.477, -4.557], [-1.643, -0.049, -5.462], [-0.282, -0.177, -5.147], [0.761, -0.595, -5.992], [2.029, -0.833, -5.506], [2.231, -0.614, -4.161], [1.294, -0.040, -3.386], [0.065, 0.212, -3.848], [-2.410, 7.562, -1.686], [-0.912, 7.717, -0.754], [-2.448, 7.822, 0.068], [-3.774, 5.385, -1.644], [-3.740, 3.022, -1.201], [0.072, 3.382, 0.799], [-0.031, 5.851, 0.544], [-2.918, 1.402, -2.652], [-3.624, 0.611, -4.835], [-1.966, -0.291, -6.463], [0.519, -0.722, -7.066], [2.822, -1.203, -6.134], [3.141, -0.859, -3.621], [1.437, -1.784, -0.831], [0.793, -1.757, 1.408], [1.877, -0.744, 3.068], [1.424, 0.525, 3.394], [1.787, 1.114, 4.588], [2.524, 0.372, 5.523], [3.028, -0.867, 5.170], [2.672, -1.440, 3.950], [1.517, -3.744, 1.542], [2.833, -4.026, 1.275], [3.296, -5.332, 1.385], [2.419, -6.331, 1.768], [1.088, -6.052, 1.988], [0.623, -4.769, 1.858], [-1.298, -2.133, 1.612], [-1.906, -1.683, 2.766], [-3.291, -1.719, 2.897], [-4.086, -2.318, 1.961], [-3.504, -2.794, 0.817], [-2.141, -2.708, 0.629], [0.798, 1.029, 2.654], [1.523, 2.125, 4.838], [2.692, 0.782, 6.499], [3.698, -1.390, 5.859], [2.997, -2.452, 3.751], [3.464, -3.170, 1.049], [4.337, -5.545, 1.142], [2.823, -7.335, 1.956], [0.410, -6.875, 2.182], [-0.427, -4.516, 2.053], [-1.358, -1.232, 3.573], [-3.729, -1.272, 3.798], [-5.157, -2.474, 2.163], [-4.064, -3.240, 0.006], [-1.655, -3.142, -0.238]]
}

***

{
  "formula": "C19H23N5O2",
  "method": "the ωB97M-V functional and the def2-TZVPD basis",
  "multiplicity": 1,
  "largest_force_ev_per_a": 18.47,
  "de_lowest_ev": 20.9124,
  "e_tot_ev": -31603.3781,
  "homo_ev": -8.3,
  "species": ["C", "C", "C", "C", "C", "C", "O", "N", "N", "C", "O", "C", "C", "C", "N", "C", "N", "C", "C", "C", "C", "N", "C", "C", "C", "C", "H", "H", "H", "H", "H", "H", "H", "H", "H", "H", "H", "H", "H", "H", "H", "H", "H", "H", "H", "H", "H", "H", "H"],
  "positions_angstrom": [[-8.560, -1.338, 1.389], [-7.135, -0.935, 0.734], [-6.675, -1.355, -0.496], [-5.568, -1.078, -1.024], [-4.802, -0.300, -0.477], [-3.500, 0.210, -0.955], [-3.347, 0.333, -2.116], [-2.723, 0.898, -0.208], [-1.332, 0.915, -0.726], [-0.265, 1.228, 0.255], [-0.433, 1.038, 1.295], [0.968, 1.276, -0.378], [1.590, -0.242, -0.859], [2.898, 0.098, -1.458], [3.800, 0.724, -0.787], [4.713, 0.162, 0.098], [5.561, 0.560, 0.845], [6.622, 0.113, 1.416], [6.838, -1.059, 0.894], [5.973, -1.803, 0.356], [6.290, -3.316, -0.146], [5.037, -1.096, -0.350], [3.406, 1.919, -0.308], [2.108, 2.187, 0.444], [-5.337, 0.324, 0.931], [-6.588, -0.116, 1.564], [-9.295, -0.729, 1.056], [-8.774, -2.463, 0.972], [-8.548, -1.274, 2.288], [-7.282, -2.233, -1.011], [-5.375, -1.380, -2.009], [-2.669, 0.583, 0.931], [-1.418, 0.943, -1.590], [0.746, 1.986, -1.164], [1.610, -0.756, 0.061], [0.963, -0.456, -1.663], [2.721, 0.762, -2.405], [3.422, -1.008, -1.643], [7.143, 0.818, 2.124], [7.570, -1.786, 1.732], [6.176, -3.817, 0.600], [7.226, -3.424, -0.753], [5.555, -3.527, -0.945], [3.329, 2.616, -1.173], [4.168, 2.489, 0.404], [2.174, 1.419, 1.159], [1.733, 3.012, 0.928], [-4.757, 1.182, 1.310], [-6.867, 0.454, 2.207]]
}

***

{
  "formula": "C2H3N3OS",
  "method": "the ωB97M-V functional and the def2-TZVPD basis",
  "multiplicity": 1,
  "largest_force_ev_per_a": 1.42,
  "de_lowest_ev": 1.2058,
  "e_tot_ev": -19473.8807,
  "homo_ev": -9.5,
  "species": ["H", "N", "C", "N", "C", "S", "O", "N", "H", "H"],
  "positions_angstrom": [[0.220, 2.198, -2.347], [-0.623, 2.058, -1.826], [-0.472, 1.108, -1.020], [0.636, 0.291, -0.730], [0.305, -0.394, 0.275], [1.300, -1.574, 1.090], [-0.955, -0.224, 0.775], [-1.552, 0.661, -0.182], [0.363, -1.964, 1.959], [-1.972, 1.398, 0.391]]
}

***

{
  "formula": "C4H5CdO6",
  "method": "the ωB97M-V functional and the def2-TZVPD basis",
  "multiplicity": 2,
  "largest_force_ev_per_a": 2.83,
  "s2": 0.751,
  "de_lowest_ev": 0.0000,
  "e_tot_ev": -21077.4413,
  "homo_ev": [-8.1, -10.5],
  "species": ["H", "O", "C", "O", "O", "C", "O", "C", "C", "O", "O", "Cd", "H", "H", "H", "H"],
  "positions_angstrom": [[0.354, -0.967, -0.277], [1.407, -1.164, 2.007], [0.470, -0.312, 2.068], [0.368, 0.642, 2.815], [-0.413, -0.476, 1.007], [-1.216, 0.607, 0.538], [0.032, 0.830, -1.582], [1.073, -0.015, -1.791], [-1.237, 0.523, -0.975], [1.086, -1.083, -0.984], [1.976, 0.266, -2.525], [2.641, -1.726, 0.577], [-0.804, 1.565, 0.877], [-2.241, 0.500, 0.917], [-1.574, -0.468, -1.308], [-1.925, 1.279, -1.365]]
}

***

{
  "formula": "C45H46ClF5N4O6STi",
  "method": "the ωB97M-V functional and the def2-TZVPD basis",
  "multiplicity": 3,
  "largest_force_ev_per_a": 3.52,
  "s2": 2.028,
  "total_charge": -2,
  "de_lowest_ev": 1.1481,
  "e_tot_ev": -125722.6790,
  "homo_ev": [-1.0, -1.7],
  "species": ["Ti", "C", "C", "C", "C", "C", "C", "C", "C", "C", "C", "C", "C", "N", "C", "C", "C", "C", "C", "C", "C", "N", "C", "C", "C", "C", "C", "C", "C", "C", "C", "C", "C", "C", "H", "H", "H", "H", "H", "H", "H", "H", "H", "H", "H", "H", "H", "H", "H", "H", "H", "H", "H", "H", "H", "H", "H", "H", "H", "H", "H", "H", "H", "H", "H", "H", "H", "H", "H", "H", "H", "H", "H", "C", "C", "N", "C", "C", "N", "C", "O", "O", "C", "O", "O", "H", "H", "H", "H", "H", "F", "C", "C", "F", "C", "F", "C", "S", "C", "F", "C", "F", "Cl", "C", "C", "O", "O", "H", "H"],
  "positions_angstrom": [[-0.034, 0.000, 0.589], [-3.220, -1.123, -3.605], [-1.979, -0.242, -3.403], [-1.176, -0.156, -4.701], [-2.446, 1.118, -2.952], [-2.933, 2.008, -3.917], [-3.594, 3.196, -3.579], [-3.742, 3.506, -2.241], [-3.214, 2.713, -1.216], [-3.469, 3.257, 0.194], [-3.362, 2.371, 1.430], [-2.741, 4.599, 0.387], [-2.522, 1.507, -1.573], [-1.996, 0.609, -0.565], [-2.766, -0.417, -0.225], [-2.226, -1.597, 0.438], [-3.020, -2.257, 1.436], [-2.479, -3.233, 2.269], [-1.141, -3.606, 2.119], [-0.380, -3.079, 1.079], [-0.855, -2.024, 0.278], [-0.004, -1.428, -0.713], [0.744, -2.134, -1.637], [2.016, -1.606, -2.112], [2.923, -2.539, -2.625], [2.635, -3.900, -2.772], [1.356, -4.351, -2.435], [0.356, -3.475, -1.995], [-1.073, -3.989, -1.971], [-1.518, -4.295, -3.389], [-1.338, -5.258, -1.150], [2.496, -0.148, -2.127], [3.833, -0.003, -1.413], [1.521, 1.049, -1.972], [-2.974, -2.106, -4.039], [-3.939, -0.634, -4.301], [-3.754, -1.294, -2.646], [-1.378, -0.709, -2.601], [-1.825, 0.025, -5.591], [-0.625, -1.100, -4.900], [-0.430, 0.667, -4.671], [-2.816, 1.709, -4.955], [-4.031, 3.822, -4.357], [-4.292, 4.406, -1.937], [-4.532, 3.525, 0.131], [-2.327, 2.127, 1.707], [-3.915, 1.433, 1.296], [-3.804, 2.910, 2.294], [-1.634, 4.493, 0.376], [-2.970, 5.003, 1.385], [-3.024, 5.347, -0.383], [-3.876, -0.391, -0.272], [-4.080, -1.978, 1.523], [-3.103, -3.714, 3.007], [-0.712, -4.349, 2.795], [0.660, -3.400, 0.925], [3.912, -2.177, -2.911], [3.377, -4.581, -3.150], [1.117, -5.417, -2.497], [-1.740, -3.166, -1.625], [-0.953, -5.171, -3.793], [-1.319, -3.462, -4.087], [-2.585, -4.565, -3.441], [-0.873, -6.166, -1.600], [-2.426, -5.489, -1.068], [-0.943, -5.210, -0.119], [2.790, -0.083, -3.195], [4.067, 1.068, -1.289], [3.846, -0.438, -0.412], [4.647, -0.462, -2.018], [1.664, 1.603, -1.032], [0.470, 0.729, -2.098], [1.681, 1.796, -2.780], [-2.455, 0.016, 3.822], [-1.066, -0.484, 3.781], [-0.180, -0.385, 2.766], [1.042, -1.016, 3.190], [0.793, -1.525, 4.445], [-0.528, -1.153, 4.797], [1.627, -2.385, 5.358], [2.810, -2.748, 4.913], [1.114, -2.713, 6.419], [2.170, -1.150, 2.236], [3.185, -1.851, 2.507], [1.971, -0.508, 1.085], [-2.854, 0.159, 2.814], [-2.510, 0.981, 4.366], [-3.082, -0.729, 4.362], [-0.932, -1.459, 5.667], [3.009, -2.401, 3.962], [7.984, 5.520, 2.701], [6.904, 4.827, 2.317], [6.208, 5.198, 1.156], [6.594, 6.236, 0.399], [5.100, 4.458, 0.776], [4.455, 4.790, -0.370], [4.629, 3.360, 1.528], [3.350, 2.442, 0.972], [5.357, 3.018, 2.681], [4.909, 2.009, 3.458], [6.465, 3.731, 3.093], [7.099, 3.406, 4.230], [-0.363, 2.789, 4.124], [1.033, 2.896, 2.951], [0.486, 3.078, 1.546], [0.441, 4.198, 1.058], [0.025, 1.956, 0.930], [1.615, 1.973, 3.104], [1.596, 3.791, 3.256]]
}